Entry 1:
{"formula": "C18H17BCl4NO3", "method": "ωB97M-V/def2-TZVPD", "lumo_energy_ev": 0.25, "charge": -1, "energy_ev": -77344.706, "max_force_ev_per_a": 2.5, "species": ["Cl", "B", "Cl", "Cl", "O", "C", "C", "C", "C", "C", "Cl", "C", "C", "H", "H", "H", "H", "H", "C", "C", "O", "C", "C", "N", "C", "C", "C", "C", "C", "C", "C", "O", "H", "H", "H", "H", "H", "H", "H", "H", "H", "H", "H", "H"], "xyz": [[3.62, 1.71, 2.45], [2.89, 0.03, 2.34], [3.42, -0.93, 0.83], [3.25, -1.01, 3.87], [1.38, 0.28, 2.31], [0.51, -0.65, 2.21], [-0.89, -0.35, 2.14], [-1.76, -1.47, 2.10], [-3.13, -1.30, 2.06], [-3.66, 0.00, 2.04], [-5.35, 0.20, 1.99], [-2.82, 1.13, 2.06], [-1.44, 0.96, 2.11], [0.83, -1.70, 2.14], [-1.31, -2.46, 2.10], [-3.79, -2.16, 2.03], [-3.26, 2.12, 2.03], [-0.77, 1.83, 2.12], [0.07, -4.85, 4.93], [0.02, -3.35, 5.18], [-0.03, -3.16, 6.63], [-0.05, -1.91, 7.17], [0.46, -0.80, 6.31], [0.31, 0.42, 6.71], [0.80, 1.50, 6.14], [0.65, 2.79, 6.75], [1.27, 3.94, 6.20], [1.15, 5.17, 6.84], [0.40, 5.27, 8.02], [-0.23, 4.14, 8.57], [-0.10, 2.91, 7.94], [-0.43, -1.72, 8.31], [-0.03, -5.07, 3.87], [1.04, -5.25, 5.25], [-0.73, -5.37, 5.47], [0.92, -2.89, 4.75], [-0.88, -2.90, 4.73], [1.03, -1.02, 5.39], [1.35, 1.42, 5.18], [1.85, 3.82, 5.28], [1.65, 6.04, 6.41], [0.31, 6.23, 8.51], [-0.81, 4.23, 9.48], [-0.56, 2.01, 8.35]]}


Entry 2:
{"formula": "C29H22IrO3PS2Te", "method": "ωB97M-V/def2-TZVPD", "s_squared": 0.79, "lumo_energy_ev": [-4.36, -5.37], "multiplicity": 2, "charge": 1, "energy_ev": -77659.412, "max_force_ev_per_a": 0.1, "e_above_lowest_kcal_mol": 0.00, "species": ["Ir", "O", "C", "O", "C", "C", "C", "C", "C", "C", "S", "H", "H", "H", "H", "Te", "C", "C", "C", "C", "S", "H", "H", "H", "O", "P", "C", "C", "C", "C", "C", "C", "C", "C", "C", "C", "C", "C", "C", "C", "C", "C", "C", "C", "H", "H", "H", "H", "H", "H", "H", "H", "H", "H", "H", "H", "H", "H", "H"], "xyz": [[-1.06, -0.17, -0.18], [-1.82, 1.19, 3.60], [-1.24, 1.10, 2.55], [-1.69, 0.28, 1.62], [0.01, 1.92, 2.32], [0.56, 2.49, 3.46], [1.68, 3.31, 3.39], [2.27, 3.58, 2.17], [1.75, 3.03, 1.02], [0.62, 2.20, 1.08], [0.12, 1.58, -0.48], [0.07, 2.29, 4.40], [2.09, 3.73, 4.30], [3.14, 4.22, 2.11], [2.20, 3.23, 0.06], [0.68, -1.88, 0.39], [1.22, -1.24, 2.28], [0.50, -1.35, 3.44], [1.18, -0.82, 4.56], [2.41, -0.32, 4.22], [2.74, -0.49, 2.57], [-0.50, -1.78, 3.48], [0.78, -0.81, 5.56], [3.13, 0.14, 4.88], [-0.76, -0.69, -2.22], [-1.98, -1.46, -2.76], [-1.47, -2.57, -4.04], [-2.38, -3.06, -4.98], [-1.96, -3.98, -5.93], [-0.64, -4.39, -5.96], [0.27, -3.90, -5.04], [-0.14, -2.99, -4.08], [-3.26, -0.35, -3.34], [-2.87, 0.91, -3.81], [-3.83, 1.78, -4.30], [-5.17, 1.40, -4.31], [-5.55, 0.15, -3.83], [-4.60, -0.72, -3.34], [-2.64, -2.37, -1.35], [-3.23, -1.61, -0.32], [-3.44, -2.18, 0.93], [-3.09, -3.51, 1.14], [-2.55, -4.27, 0.11], [-2.30, -3.70, -1.14], [-3.41, -2.73, -4.97], [-2.67, -4.36, -6.66], [-0.32, -5.10, -6.71], [1.31, -4.21, -5.07], [0.57, -2.58, -3.36], [-1.83, 1.19, -3.80], [-3.54, 2.75, -4.66], [-5.92, 2.08, -4.68], [-6.60, -0.13, -3.84], [-4.90, -1.69, -2.96], [-3.62, -0.61, -0.53], [-3.86, -1.59, 1.72], [-3.26, -3.96, 2.11], [-2.30, -5.31, 0.28], [-1.84, -4.28, -1.92]]}


Entry 3:
{"formula": "C5H11N", "method": "ωB97M-V/def2-TZVPD", "lumo_energy_ev": 1.14, "charge": 0, "energy_ev": -6849.587, "max_force_ev_per_a": 2.3, "e_above_lowest_kcal_mol": 90.89, "species": ["C", "C", "N", "C", "C", "C", "H", "H", "H", "H", "H", "H", "H", "H", "H", "H", "H"], "xyz": [[-2.09, 0.51, 0.73], [-1.18, -0.34, -0.91], [0.13, -0.72, -0.60], [0.36, -0.76, 0.82], [1.05, 0.25, -0.05], [2.48, 0.15, -0.54], [-2.93, -0.18, 0.88], [-1.87, 0.86, 1.78], [-2.38, 1.41, 0.22], [-1.82, -1.21, -1.06], [-1.19, 0.31, -1.80], [-0.60, -0.31, 1.21], [0.86, -1.62, 1.26], [0.67, 1.27, 0.07], [3.18, 0.58, 0.18], [2.60, 0.69, -1.49], [2.75, -0.89, -0.71]]}


Entry 4:
{"formula": "CH11O5", "method": "ωB97M-V/def2-TZVPD", "s_squared": 0.75, "lumo_energy_ev": [0.27, -4.00], "multiplicity": 2, "charge": 0, "energy_ev": -11450.138, "max_force_ev_per_a": 0.9, "e_above_lowest_kcal_mol": 4.50, "species": ["C", "O", "H", "H", "H", "H", "H", "O", "H", "H", "O", "H", "H", "O", "H", "H", "O"], "xyz": [[-1.38, -0.78, -1.18], [-0.57, -0.19, -0.25], [-1.30, -1.87, -1.16], [-1.20, -0.40, -2.20], [-2.42, -0.52, -0.94], [-2.02, 1.11, 2.19], [-1.67, 0.45, 0.94], [-2.38, 0.44, 1.59], [0.09, 1.20, -0.70], [0.27, 2.44, -1.70], [0.68, 1.92, -1.01], [-0.27, -2.75, 1.32], [0.03, -1.41, 0.76], [0.49, -2.16, 1.19], [2.95, -0.01, 0.16], [2.24, 0.91, -0.78], [3.14, 0.68, -0.48]]}


Entry 5:
{"formula": "C53H93F7N5O16PS", "method": "ωB97M-V/def2-TZVPD", "lumo_energy_ev": -1.21, "smiles": "CCP(C)c1c(S(=O)(=O)C(F)(F)C(F)(F)C(F)(F)F)ccc2c1C(=O)c1ccc(CCC(=O)O)cc1C2=O.COCCNCCOC.COCCNCCOC.COCCNCCOC.COCCNCCOC.COCCNCCOC", "charge": 0, "energy_ev": -135817.788, "max_force_ev_per_a": 2.2, "species": ["C", "C", "P", "C", "C", "C", "S", "O", "O", "C", "F", "F", "C", "F", "F", "C", "F", "F", "F", "C", "C", "C", "C", "C", "O", "C", "C", "C", "C", "C", "C", "C", "O", "O", "C", "C", "C", "O", "H", "H", "H", "H", "H", "H", "H", "H", "H", "H", "H", "H", "H", "H", "H", "H", "H", "H", "C", "O", "C", "C", "N", "C", "C", "O", "C", "H", "H", "H", "H", "H", "H", "H", "H", "H", "H", "H", "H", "H", "H", "H", "C", "O", "C", "C", "N", "C", "C", "O", "C", "H", "H", "H", "H", "H", "H", "H", "H", "H", "H", "H", "H", "H", "H", "H", "C", "O", "C", "C", "N", "C", "C", "O", "C", "H", "H", "H", "H", "H", "H", "H", "H", "H", "H", "H", "H", "H", "H", "H", "C", "O", "C", "C", "N", "C", "C", "O", "C", "H", "H", "H", "H", "H", "H", "H", "H", "H", "H", "H", "H", "H", "H", "H", "C", "O", "C", "C", "N", "C", "C", "O", "C", "H", "H", "H", "H", "H", "H", "H", "H", "H", "H", "H", "H", "H", "H", "H"], "xyz": [[6.00, -0.90, 1.39], [5.99, 0.28, 0.39], [4.30, 0.74, -0.25], [4.14, 2.58, -0.32], [3.00, 0.09, 0.93], [2.93, 0.33, 2.30], [4.04, 1.33, 3.25], [4.89, 2.21, 2.52], [4.72, 0.45, 4.16], [3.06, 2.46, 4.39], [2.00, 1.86, 4.95], [3.93, 2.74, 5.36], [2.60, 3.82, 3.79], [3.63, 4.57, 3.42], [2.01, 4.47, 4.82], [1.53, 3.73, 2.63], [0.50, 4.53, 2.92], [1.05, 2.50, 2.47], [2.07, 4.18, 1.50], [1.93, -0.28, 3.07], [0.98, -1.06, 2.47], [0.99, -1.28, 1.11], [2.02, -0.72, 0.34], [1.93, -1.03, -1.16], [2.83, -1.32, -1.90], [0.54, -1.02, -1.68], [0.22, -0.50, -2.93], [-1.10, -0.52, -3.36], [-2.12, -1.06, -2.57], [-3.54, -1.04, -3.07], [-4.45, -0.09, -2.27], [-4.44, 1.34, -2.76], [-5.36, 2.07, -2.61], [-3.29, 1.79, -3.37], [-1.78, -1.60, -1.34], [-0.46, -1.56, -0.90], [-0.07, -2.09, 0.41], [-0.52, -3.10, 0.87], [6.77, -1.60, 1.07], [6.33, -0.54, 2.36], [5.07, -1.47, 1.44], [6.50, -0.04, -0.51], [6.52, 1.14, 0.78], [4.95, 3.09, 0.20], [3.18, 2.83, 0.10], [4.14, 2.90, -1.36], [1.86, -0.16, 4.14], [0.20, -1.51, 3.08], [1.01, -0.09, -3.55], [-1.35, -0.13, -4.33], [-3.97, -2.04, -3.12], [-3.52, -0.68, -4.10], [-4.15, -0.07, -1.22], [-5.49, -0.41, -2.33], [-3.45, 1.76, -4.32], [-2.55, -2.04, -0.72], [-4.73, -2.40, 6.33], [-5.62, -1.61, 5.57], [-5.95, -0.36, 6.17], [-5.36, 0.79, 5.38], [-3.91, 0.82, 5.50], [-3.25, 1.76, 4.59], [-3.35, 1.49, 3.09], [-2.68, 0.32, 2.66], [-3.43, -0.88, 2.76], [-4.67, -3.38, 5.85], [-3.73, -1.97, 6.37], [-5.10, -2.54, 7.35], [-5.63, -0.33, 7.21], [-7.04, -0.27, 6.15], [-5.77, 1.73, 5.75], [-5.68, 0.67, 4.33], [-3.54, -0.10, 5.33], [-2.18, 1.75, 4.85], [-3.62, 2.76, 4.79], [-2.86, 2.32, 2.58], [-4.39, 1.49, 2.73], [-4.50, -0.72, 2.60], [-3.28, -1.36, 3.73], [-3.06, -1.57, 2.00], [0.54, -5.85, 2.19], [1.92, -5.59, 2.44], [2.16, -4.37, 3.14], [2.69, -4.64, 4.53], [1.66, -5.22, 5.38], [2.16, -5.72, 6.66], [3.14, -6.89, 6.64], [2.58, -8.11, 6.18], [2.59, -8.29, 4.78], [0.50, -6.71, 1.53], [0.00, -6.09, 3.12], [0.06, -5.00, 1.70], [1.26, -3.75, 3.17], [2.92, -3.83, 2.57], [3.03, -3.70, 4.97], [3.56, -5.30, 4.43], [1.22, -5.98, 4.89], [1.28, -6.04, 7.24], [2.61, -4.89, 7.21], [3.44, -7.07, 7.68], [4.06, -6.65, 6.09], [3.45, -7.80, 4.31], [1.67, -7.93, 4.32], [2.65, -9.36, 4.59], [4.87, -8.40, -0.53], [3.95, -7.68, -1.33], [3.26, -6.64, -0.63], [3.68, -5.28, -1.14], [5.05, -4.97, -0.76], [5.60, -3.77, -1.39], [5.79, -3.78, -2.91], [6.78, -4.68, -3.37], [6.35, -6.01, -3.58], [5.22, -9.24, -1.12], [5.73, -7.78, -0.26], [4.40, -8.77, 0.38], [3.41, -6.72, 0.45], [2.19, -6.77, -0.83], [3.01, -4.52, -0.72], [3.55, -5.28, -2.23], [5.64, -5.76, -0.99], [6.58, -3.60, -0.95], [4.97, -2.92, -1.12], [6.14, -2.78, -3.19], [4.85, -3.93, -3.45], [5.30, -6.05, -3.90], [6.48, -6.62, -2.69], [6.97, -6.43, -4.37], [2.83, 10.79, -3.16], [3.43, 10.43, -1.93], [2.55, 10.48, -0.81], [2.27, 9.09, -0.27], [1.45, 8.32, -1.19], [1.33, 6.90, -0.85], [2.60, 6.05, -0.88], [3.14, 5.87, -2.18], [4.02, 6.89, -2.62], [3.62, 10.85, -3.90], [2.10, 10.04, -3.49], [2.34, 11.76, -3.09], [1.62, 11.00, -1.06], [3.05, 11.06, -0.03], [1.74, 9.18, 0.68], [3.24, 8.62, -0.08], [1.85, 8.39, -2.12], [0.62, 6.47, -1.56], [0.88, 6.82, 0.14], [2.32, 5.06, -0.54], [3.36, 6.41, -0.19], [4.57, 7.34, -1.79], [3.49, 7.66, -3.17], [4.74, 6.43, -3.30], [-9.93, 3.01, -8.97], [-9.29, 3.76, -7.95], [-9.94, 3.69, -6.69], [-9.09, 2.93, -5.69], [-9.03, 1.51, -6.01], [-8.05, 0.76, -5.24], [-6.58, 1.11, -5.41], [-6.05, 0.80, -6.69], [-6.23, 1.80, -7.68], [-9.44, 3.25, -9.91], [-9.85, 1.93, -8.80], [-10.99, 3.28, -9.05], [-10.93, 3.24, -6.77], [-10.06, 4.71, -6.33], [-9.52, 3.05, -4.69], [-8.10, 3.39, -5.68], [-8.80, 1.41, -6.99], [-8.17, -0.30, -5.51], [-8.31, 0.84, -4.18], [-6.02, 0.49, -4.71], [-6.36, 2.15, -5.14], [-6.23, 2.80, -7.26], [-7.15, 1.63, -8.24], [-5.40, 1.72, -8.38]]}


Entry 6:
{"formula": "C5H14N4", "method": "ωB97M-V/def2-TZVPD", "lumo_energy_ev": 0.85, "smiles": "[H]/N=C(\\CC)N(C)N.C=N", "charge": 0, "energy_ev": -11369.959, "max_force_ev_per_a": 3.6, "e_above_lowest_kcal_mol": 56.62, "species": ["C", "C", "C", "N", "H", "H", "H", "H", "H", "H", "H", "H", "H", "C", "N", "N", "C", "N", "H", "H", "H", "H", "H"], "xyz": [[0.37, -1.77, -2.15], [1.07, -0.48, 0.66], [1.44, 0.10, 2.02], [1.43, -1.21, -2.58], [1.40, 0.70, -1.68], [2.29, -1.72, -2.41], [-0.57, -1.30, -2.37], [0.31, -2.63, -1.47], [0.52, -1.42, 0.80], [1.99, -0.65, 0.10], [0.56, 0.31, 2.62], [1.99, 1.04, 1.89], [2.10, -0.58, 2.56], [-1.99, 1.71, -0.22], [-1.08, 0.77, 0.39], [-1.61, -0.20, 1.25], [0.19, 0.62, -0.12], [0.58, 1.26, -1.13], [-2.43, -0.63, 0.82], [-1.90, 0.24, 2.13], [-2.78, 1.19, -0.78], [-2.46, 2.32, 0.55], [-1.42, 2.34, -0.90]]}


Entry 7:
{"formula": "C6H10NO3Se", "method": "ωB97M-V/def2-TZVPD", "lumo_energy_ev": 3.12, "charge": -1, "energy_ev": -79363.586, "max_force_ev_per_a": 4.4, "e_above_lowest_kcal_mol": 7.70, "species": ["C", "C", "C", "C", "C", "C", "N", "O", "O", "O", "Se", "H", "H", "H", "H", "H", "H", "H", "H", "H", "H"], "xyz": [[-0.80, 1.50, -1.20], [-1.87, 1.19, 2.47], [-1.00, 0.68, -2.43], [1.33, -1.86, 0.67], [0.44, 0.67, 1.68], [-1.01, 1.60, 1.22], [-1.37, 1.14, -0.10], [-2.31, 2.13, 3.13], [0.03, 2.43, -1.16], [-2.04, -0.06, 2.66], [-0.16, -1.18, 1.63], [-1.96, 0.39, -2.60], [-0.78, 1.41, -3.17], [-0.23, -0.02, -2.49], [2.13, -2.14, 1.40], [1.12, -2.79, 0.15], [1.68, -1.11, -0.03], [1.27, 0.92, 0.91], [0.58, 0.99, 2.70], [-0.71, 2.75, 1.18], [-1.92, 0.34, 0.01]]}


Entry 8:
{"formula": "C3H5ClFN3", "method": "ωB97M-V/def2-TZVPD", "lumo_energy_ev": [-0.09, -0.09], "charge": 0, "energy_ev": -22897.109, "max_force_ev_per_a": 3.5, "e_above_lowest_kcal_mol": 71.21, "species": ["C", "C", "C", "N", "N", "N", "F", "Cl", "H", "H", "H", "H", "H"], "xyz": [[-2.38, -0.02, 0.24], [0.03, -1.67, 0.18], [1.14, 0.54, -0.26], [-1.05, 0.37, 0.22], [-2.91, -1.07, -0.23], [-0.01, -0.37, -0.02], [-4.27, -1.26, -0.10], [1.55, -2.62, 0.01], [-2.89, 0.75, 0.84], [-0.78, -2.27, 0.61], [1.04, 1.13, -1.22], [1.17, 1.25, 0.52], [2.08, -0.13, -0.21]]}


Entry 9:
{"formula": "C3H6N3O4", "method": "ωB97M-V/def2-TZVPD", "lumo_energy_ev": 3.55, "charge": -1, "energy_ev": -15864.815, "max_force_ev_per_a": 4.8, "e_above_lowest_kcal_mol": 34.01, "species": ["C", "C", "C", "N", "N", "N", "O", "O", "O", "O", "H", "H", "H", "H", "H", "H"], "xyz": [[2.90, -0.22, 0.26], [-0.36, 1.35, 0.14], [0.36, 0.81, -0.79], [1.01, -0.45, -0.63], [-2.23, -0.82, 1.00], [-2.39, -0.16, -0.08], [3.50, -0.33, -0.77], [-1.42, -1.70, 1.50], [-1.83, -0.56, -1.19], [2.67, -0.07, 1.39], [-0.34, 0.79, 1.10], [-0.89, 2.35, 0.04], [0.47, 1.20, -1.76], [0.29, -1.00, -0.38], [1.35, -0.78, -1.51], [-3.09, -0.41, 1.67]]}


Entry 10:
{"formula": "C7H7BrO3", "method": "ωB97M-V/def2-TZVPD", "s_squared": 2.02, "lumo_energy_ev": [0.13, -2.66], "multiplicity": 3, "charge": 0, "energy_ev": -83550.651, "max_force_ev_per_a": 8.0, "species": ["C", "C", "C", "C", "C", "C", "C", "O", "O", "O", "Br", "H", "H", "H", "H", "H", "H", "H"], "xyz": [[-0.18, -1.60, 1.31], [1.08, -0.66, 1.41], [-1.13, -1.72, 0.40], [1.51, 0.24, 0.49], [2.05, 1.11, -0.29], [-1.45, -0.76, -0.71], [-0.79, 0.62, -0.63], [1.63, 2.37, -0.38], [-0.89, 1.27, 0.39], [-0.36, 1.05, -1.80], [-3.44, -0.36, -0.67], [0.11, -2.49, 1.90], [1.54, -0.75, 2.32], [-1.93, -2.37, 0.74], [2.78, 0.89, -1.02], [-1.39, -1.22, -1.70], [0.80, 2.43, 0.18], [0.05, 1.95, -1.94]]}


Entry 11:
{"formula": "C4H3FO3", "method": "ωB97M-V/def2-TZVPD", "lumo_energy_ev": -0.62, "smiles": "C=C(F)C(=O)C(=O)O", "charge": 0, "energy_ev": -13055.575, "max_force_ev_per_a": 1.4, "e_above_lowest_kcal_mol": 4.28, "species": ["C", "C", "C", "C", "H", "H", "H", "O", "O", "O", "F"], "xyz": [[-0.11, 0.53, 1.47], [0.24, -0.40, 0.30], [-0.14, 0.07, -1.06], [-0.26, -0.74, -2.09], [0.73, 1.08, 3.08], [-0.04, -1.77, -1.95], [-0.50, -0.34, -3.07], [0.96, 0.60, 2.28], [-1.18, 1.06, 1.68], [0.70, -1.47, 0.53], [-0.41, 1.38, -1.17]]}